# 1
DFT (ωB97M-V/def2-TZVPD) results for a 12-piece molecular cluster, C62H160N12O5 overall.

The geometry in XYZ format:
```
239
C62H160N12O5, DFT ωB97M-V/def2-TZVPD
C -3.2114 -2.1940 -7.2182
C -1.6953 -2.0735 -7.0032
N -1.2550 -1.0881 -6.0213
C -1.6972 -1.3622 -4.6124
C -1.2790 -2.7907 -4.2571
C -1.5469 0.2925 -6.4704
C -0.7036 1.3545 -5.7295
H -3.3550 -3.0297 -7.9166
H -3.6571 -1.2867 -7.6095
H -3.7199 -2.4790 -6.2939
H -1.3469 -3.0472 -6.6483
H -1.2208 -1.7713 -7.9534
H -1.2014 -0.6790 -3.9404
H -2.7608 -1.2645 -4.4695
H -0.2511 -3.0732 -4.4878
H -1.3596 -2.9336 -3.1854
H -1.8468 -3.5878 -4.7404
H -2.5794 0.5366 -6.2743
H -1.3857 0.2732 -7.5463
H -1.1378 1.5913 -4.7653
H -0.7731 2.2929 -6.2695
H 0.3542 1.0665 -5.7079
C 4.0391 -2.4071 -0.5706
C 5.0200 -1.4086 0.0492
N 5.2883 -1.7031 1.4386
C 4.9340 -0.5574 2.3189
C 5.8658 0.6771 2.2324
C 6.6392 -2.2459 1.6833
C 6.8217 -3.6606 1.1525
H 3.7644 -1.9859 -1.5516
H 3.0951 -2.4478 0.0067
H 4.4394 -3.4348 -0.6874
H 5.9498 -1.4172 -0.4963
H 4.5875 -0.4293 -0.0065
H 3.9125 -0.1780 2.1306
H 4.9761 -0.9409 3.3314
H 5.6529 1.1385 1.2672
H 5.4518 1.3867 2.9630
H 6.9542 0.4969 2.3464
H 6.8753 -2.2469 2.7469
H 7.3635 -1.5228 1.2602
H 5.9607 -4.2578 1.5164
H 7.7299 -4.1338 1.5309
H 6.6967 -3.7428 0.0989
C -5.4942 0.4466 -5.9456
C -5.6182 0.5845 -4.3823
N -5.2027 1.9181 -3.8058
C -6.0157 3.0472 -4.3091
C -7.4694 2.7961 -4.0634
C -3.7514 2.1148 -3.9572
C -3.2324 3.3731 -3.2362
H -4.4971 0.6415 -6.2985
H -6.1835 1.1807 -6.4342
H -5.8167 -0.5496 -6.2548
H -6.6668 0.4033 -4.1223
H -4.9849 -0.1669 -3.9116
H -5.7481 3.9013 -3.6977
H -5.8011 3.3015 -5.3474
H -8.0340 3.7021 -4.2036
H -7.8601 2.0606 -4.7842
H -7.6349 2.3673 -3.0708
H -3.5155 2.1880 -5.0226
H -3.2976 1.1756 -3.6232
H -2.1670 3.3712 -3.4323
H -3.2773 3.2551 -2.1586
H -3.7296 4.2500 -3.5789
C 5.9778 -1.5819 -7.1078
C 4.7861 -0.7557 -6.5558
N 3.5733 -1.4914 -6.4188
C 2.6056 -0.6800 -5.6571
C 2.8140 -0.8346 -4.1807
C 3.0708 -1.7527 -7.7699
C 1.9562 -2.7805 -7.7952
H 6.9140 -1.1198 -6.8060
H 5.8993 -1.5373 -8.1592
H 5.9094 -2.5875 -6.6809
H 5.0476 -0.3747 -5.5812
H 4.5900 0.1494 -7.1819
H 1.5776 -0.9845 -5.8824
H 2.7706 0.3405 -5.9805
H 3.6389 -0.2564 -3.8043
H 2.9259 -1.8889 -3.9322
H 1.9134 -0.3649 -3.7637
H 2.6107 -0.8423 -8.1638
H 3.8202 -2.1045 -8.4649
H 1.2331 -2.4856 -7.0277
H 1.5559 -2.8199 -8.8096
H 2.1732 -3.7962 -7.5096
C 2.7006 0.6509 6.3174
C 3.7378 1.5511 5.6162
N 4.3723 2.6095 6.4766
C 4.8793 2.1204 7.7642
C 6.0628 1.2163 7.5345
C 3.4504 3.7206 6.6521
C 3.1028 4.4531 5.3971
H 3.2018 0.2037 7.1941
H 2.3732 -0.1516 5.6613
H 1.8006 1.2286 6.6186
H 4.5594 0.9317 5.2269
H 3.3490 2.0747 4.7550
H 5.2440 2.9577 8.2935
H 4.1141 1.6725 8.4014
H 6.7365 1.5240 6.7396
H 6.6123 1.1273 8.4612
H 5.8389 0.2278 7.1427
H 3.9441 4.4696 7.3031
H 2.5174 3.3931 7.1521
H 3.9916 4.6796 4.7714
H 2.6246 5.4089 5.5540
H 2.4678 3.8976 4.7121
C 0.7728 4.7406 -0.6778
C 1.3567 3.3759 -1.0779
N 2.7505 3.5203 -1.5106
C 3.4703 2.2801 -1.3704
C 4.8532 2.2464 -1.9081
C 2.8477 4.1579 -2.8341
C 2.0124 3.5043 -3.9655
H -0.1022 4.5732 -0.0267
H 0.4393 5.3095 -1.5369
H 1.5035 5.3465 -0.1305
H 1.2963 2.6774 -0.2254
H 0.7763 2.9190 -1.8749
H 3.6124 2.0396 -0.3152
H 2.8939 1.4287 -1.7531
H 5.5009 3.0716 -1.5807
H 5.3331 1.3001 -1.6019
H 5.0038 2.3685 -2.9803
H 3.8576 4.1866 -3.2065
H 2.4698 5.1766 -2.7580
H 2.3621 3.8723 -4.9223
H 0.9013 3.4463 -3.8719
H 2.2999 2.4461 -4.0578
C -4.0705 5.2835 3.9030
C -3.1429 4.9634 5.1052
N -1.7821 4.7359 4.6513
C -1.0419 5.9267 4.2421
C -0.0258 5.6312 3.1417
C -1.0073 3.9797 5.6890
C -1.4032 2.5151 5.7921
H -4.1729 4.4238 3.2496
H -3.8580 6.1407 3.2697
H -5.0892 5.4180 4.2612
H -3.1954 5.8124 5.7852
H -3.5125 4.0752 5.6191
H -1.7662 6.5744 3.7812
H -0.5696 6.3949 5.1177
H 0.4536 6.5492 2.7940
H 0.7264 4.9211 3.4812
H -0.5204 5.0740 2.3489
H -1.1244 4.4573 6.6681
H 0.0514 4.1191 5.4172
H -2.4140 2.3888 6.1260
H -0.7133 2.0820 6.5137
H -1.3411 1.9957 4.8273
C 2.7476 -5.2835 4.3446
C 2.3840 -4.6475 3.0090
C 0.8634 -4.7260 2.7932
O 0.3831 -4.0716 1.6774
C 0.6166 -4.6434 0.4160
N 2.7274 -3.2028 2.9327
H 2.1275 -4.8811 5.1760
H 3.8060 -5.1550 4.6230
H 2.4761 -6.3535 4.3251
H 2.8937 -5.1241 2.1412
H 0.4086 -4.3609 3.6913
H 0.5475 -5.7860 2.7367
H 1.6893 -4.6216 0.1954
H 0.1102 -4.0620 -0.3479
H 0.0892 -5.6014 0.4094
H 2.4725 -2.9352 1.9806
H 3.7281 -3.1400 2.7926
C -4.4461 -0.4865 -0.8656
C -5.0896 0.5371 0.0932
C -4.1162 1.5684 0.6663
O -3.1338 0.9316 1.4222
C -2.3909 1.8144 2.2304
N -6.2827 1.1632 -0.5591
H -4.1828 -0.0236 -1.8164
H -5.1322 -1.2753 -1.1879
H -3.5833 -0.9583 -0.4110
H -5.4670 -0.0179 0.9532
H -4.6535 2.2531 1.3161
H -3.6580 2.0983 -0.1874
H -1.8455 2.5499 1.6324
H -1.7139 1.2054 2.8368
H -3.0558 2.4246 2.8135
H -6.6241 1.8558 0.1158
H -6.0102 1.5180 -1.4557
C -4.9317 -4.5592 -0.2403
C -3.5485 -4.2350 0.3168
C -3.0393 -5.3583 1.1965
O -3.9653 -5.6497 2.2270
C -3.5492 -6.7891 2.9847
N -2.5978 -3.9634 -0.7543
H -5.3439 -3.6219 -0.6343
H -5.6129 -4.9639 0.5136
H -4.8961 -5.3902 -0.9609
H -3.6926 -3.3223 0.9030
H -2.0787 -5.0537 1.5612
H -2.9314 -6.2052 0.5295
H -3.5557 -7.6437 2.3129
H -4.2130 -6.8719 3.8531
H -2.5558 -6.6154 3.3908
H -1.9316 -3.2369 -0.5340
H -3.0298 -3.8891 -1.6550
C -1.2904 -1.1553 4.4728
C -2.4691 -2.1666 4.4128
C -3.6172 -1.5745 3.5993
O -4.6979 -2.4415 3.6161
C -5.7406 -2.2333 2.7016
N -2.0768 -3.4887 3.8271
H -1.6031 -0.2344 4.9718
H -0.9346 -0.8075 3.4858
H -0.4222 -1.6466 4.9539
H -2.8131 -2.4168 5.4209
H -3.2729 -1.4813 2.5803
H -3.9501 -0.6338 4.0365
H -6.3425 -1.4241 3.1080
H -6.3037 -3.1719 2.7854
H -5.3674 -2.0216 1.7042
H -2.9227 -4.0199 3.6619
H -1.6348 -3.3644 2.9342
C 0.0250 0.0989 -1.1131
C 0.3514 -0.8766 0.0487
C 1.1683 -0.1643 1.0766
O 0.6100 1.0713 1.4446
C 1.1389 1.5965 2.6667
N -0.9161 -1.4958 0.5800
H -0.6142 0.8841 -0.7174
H -0.4387 -0.4667 -1.9200
H 0.9006 0.6450 -1.4611
H 1.0108 -1.6943 -0.3418
H 2.1852 -0.0323 0.7440
H 1.2135 -0.7724 2.0083
H 2.2026 1.8262 2.5747
H 0.9646 0.8611 3.4637
H 0.4889 2.4538 2.8703
H -0.6504 -2.0710 1.3559
H -1.5203 -0.7303 0.8338
```

Values from the calculation:
E_LUMO (hartree): 0.02590
SMILES string: COC[C@H](C)N.COC[C@H](C)N.COC[C@H](C)N.COC[C@H](C)N.COC[C@H](C)N.CCN(CC)CC.CCN(CC)CC.CCN(CC)CC.CCN(CC)CC.CCN(CC)CC.CCN(CC)CC.CCN(CC)CC
Calculated total energy (Eh): -3491.294721
Gap between HOMO and LUMO (eV): 8.94

Atomic partial charges in e from the Mulliken method, atoms 1 to 4: atom 1 (C): -1.35, atom 2 (C): -1.01, atom 3 (N): 1.03, atom 4 (C): 1.64

***

# 2
DFT (ωB97M-V/def2-TZVPD) results for a 16-piece molecular cluster, C62H164N8O19 overall.

The geometry in XYZ format:
```
253
C62H164N8O19, DFT ωB97M-V/def2-TZVPD
C -0.0848 -6.5533 0.0713
C -1.0556 -5.4575 -0.4401
C -2.3761 -5.9807 -0.7688
O -1.2832 -4.3957 0.5005
H 0.0777 -7.3168 -0.6748
H -0.4468 -6.9409 1.0414
H 0.8478 -5.9814 0.3030
H -0.6756 -4.9650 -1.3484
H -3.0067 -5.1453 -1.0684
H -2.9638 -6.6002 -0.0890
H -2.2513 -6.5769 -1.7188
H -0.5454 -3.7634 0.6813
C 2.6742 -0.5463 -6.5093
C 2.1909 0.5913 -5.5488
C 1.5465 1.8044 -6.3068
O 1.3146 0.1439 -4.5804
H 3.1289 -1.2952 -5.8708
H 3.4073 -0.2599 -7.2144
H 1.8651 -0.9619 -7.0944
H 3.1143 0.9384 -5.0329
H 0.6023 1.4414 -6.7294
H 2.2366 2.0794 -7.1105
H 1.3542 2.5996 -5.5762
H 1.4707 -0.6874 -4.0547
C -6.6104 -5.1577 2.9140
C -5.3870 -4.4372 3.4442
C -4.4676 -3.7090 2.4759
O -5.9271 -3.4361 4.2443
H -6.2689 -5.8923 2.1876
H -7.3064 -4.5095 2.3976
H -7.0770 -5.7363 3.7589
H -4.8272 -5.0747 4.1444
H -3.8200 -3.1340 3.0801
H -5.1196 -2.9967 1.9052
H -3.9790 -4.3439 1.8011
H -5.1878 -2.9724 4.6784
C -2.3268 2.9929 -2.8082
C -1.8880 1.6904 -3.4666
C -2.0273 1.7626 -4.9454
O -0.5561 1.4274 -3.0226
H -3.3387 3.3437 -3.0504
H -1.6466 3.7629 -3.2063
H -2.1877 2.9887 -1.7260
H -2.4537 0.8077 -3.0125
H -1.5816 0.9004 -5.5454
H -1.5901 2.6929 -5.3077
H -3.0897 1.8881 -5.0965
H -0.1000 0.8883 -3.6823
C 6.1682 2.1726 -3.0064
C 6.0609 0.6418 -3.1683
C 7.1973 0.1158 -4.0107
O 6.1959 0.1269 -1.8412
H 7.0551 2.3754 -2.4411
H 5.3280 2.6009 -2.4422
H 6.1762 2.6327 -3.9981
H 5.1267 0.3268 -3.6103
H 7.1262 0.5569 -5.0518
H 7.2074 -0.9884 -4.0679
H 8.1687 0.4946 -3.6829
H 6.2782 -0.8620 -1.7113
C 2.7013 -6.8176 -2.3605
C 3.2994 -7.7821 -1.3569
C 3.4928 -7.2713 0.0254
O 2.4668 -8.9391 -1.4239
H 2.8417 -7.0797 -3.3966
H 3.2965 -5.9104 -2.1759
H 1.6864 -6.5233 -2.1625
H 4.2912 -8.1369 -1.7521
H 2.7208 -6.5916 0.3322
H 4.4480 -6.7152 0.1213
H 3.5439 -8.0262 0.7652
H 1.5627 -8.7795 -1.2057
C 7.0195 -4.5359 -0.4063
C 6.0154 -3.7489 0.4272
C 6.3857 -3.3426 1.8564
O 5.7807 -2.5675 -0.3455
H 7.7325 -3.7996 -0.7531
H 6.5170 -5.0690 -1.2031
H 7.5835 -5.2872 0.1672
H 5.0770 -4.2604 0.4803
H 5.5558 -2.9608 2.4402
H 7.2038 -2.5946 1.8620
H 6.6986 -4.1952 2.4563
H 5.1117 -2.0498 0.0660
C -2.8971 -1.5726 -4.2365
C -2.3736 -2.9851 -4.6585
C -1.8317 -2.8418 -6.0451
O -1.4489 -3.5090 -3.7413
H -3.6249 -1.4222 -5.0203
H -2.0405 -0.9057 -4.4162
H -3.2747 -1.5516 -3.2236
H -3.2093 -3.7282 -4.6572
H -2.5065 -2.3681 -6.7319
H -1.6121 -3.8547 -6.5519
H -0.9145 -2.2109 -5.9946
H -0.6855 -2.8726 -3.6133
C 2.3453 -2.3243 3.5020
C 1.1379 -2.9668 2.8130
C -0.0916 -2.9595 3.7133
O 0.0651 -3.8467 4.7965
C -1.1498 -4.0492 5.5590
N 0.7578 -2.5049 1.5209
H 3.1478 -2.2624 2.7132
H 2.7310 -2.9123 4.3157
H 2.2517 -1.2780 3.7677
H 1.3822 -4.0527 2.7256
H -0.9710 -3.2541 3.1337
H -0.2734 -1.9020 4.1098
H -1.5396 -3.1009 5.9046
H -0.9207 -4.6912 6.3916
H -1.9227 -4.5875 4.9306
H 1.5853 -2.3155 0.9655
H 0.3580 -1.5658 1.5622
C 3.5650 5.3980 0.5142
C 4.9113 4.8352 0.1823
C 5.5044 5.5058 -1.0568
O 4.6770 5.3436 -2.1597
C 4.9085 6.2501 -3.2335
N 5.7459 4.9093 1.3667
H 2.9682 4.7421 1.1249
H 2.9716 5.6403 -0.3347
H 3.6037 6.3910 1.0294
H 4.8125 3.7858 -0.1428
H 6.5235 5.1523 -1.1913
H 5.5757 6.5607 -0.8671
H 5.8412 6.0563 -3.7029
H 4.8934 7.2934 -2.8723
H 4.0448 6.0406 -3.8587
H 6.6038 4.4152 1.3686
H 5.9472 5.8496 1.6202
C 5.5928 1.3280 1.4860
C 7.0597 1.7705 1.6741
C 7.9385 0.5509 1.9873
O 7.5494 -0.2628 3.0990
C 8.0485 0.3446 4.3104
N 7.5087 2.5058 0.5427
H 5.3112 0.9373 0.5128
H 4.9771 2.1665 1.7225
H 5.3298 0.4971 2.2647
H 7.1164 2.4725 2.4886
H 8.9597 0.8263 2.0657
H 7.8253 -0.0997 1.0853
H 7.4930 -0.1989 5.0481
H 7.7871 1.3786 4.4689
H 9.1432 0.2672 4.3555
H 8.5096 2.4961 0.5252
H 7.2592 2.0385 -0.2810
C -5.2182 1.1478 -1.4110
C -4.9300 0.3412 -0.1287
C -3.3477 0.0339 0.0756
O -2.9587 -0.7022 -1.0940
C -1.7759 -1.3789 -0.7959
N -5.5676 0.9923 1.0112
H -4.6689 0.7409 -2.2697
H -4.9360 2.2000 -1.2545
H -6.2591 1.2634 -1.5641
H -5.3967 -0.6151 -0.3045
H -3.2502 -0.6145 0.9621
H -2.8241 1.0032 0.1442
H -1.3368 -1.9225 -1.6685
H -1.9739 -2.1478 -0.0090
H -1.0468 -0.6153 -0.6111
H -5.8258 0.3478 1.7476
H -5.0120 1.7181 1.3845
C 0.3209 7.5196 -4.0907
C 0.9629 6.2200 -4.6365
C 1.4330 5.3587 -3.4748
O 2.1802 4.3062 -4.0054
C 2.3110 3.1710 -3.2083
N 0.0043 5.5482 -5.5147
H 0.9296 7.8846 -3.2306
H -0.6314 7.2461 -3.6145
H 0.1717 8.3727 -4.7916
H 1.8727 6.4314 -5.2217
H 0.4829 5.0375 -3.0341
H 2.0067 5.9058 -2.6699
H 3.3624 2.8932 -3.1566
H 1.7439 2.3316 -3.5505
H 2.0456 3.4132 -2.1520
H -0.8748 5.4436 -5.0412
H 0.4253 4.6083 -5.7013
C -2.4590 4.4319 1.1024
O -3.7778 3.8817 1.1457
C -4.7336 4.7048 0.4458
C -6.0941 4.3349 0.9445
N -6.2229 4.6308 2.3853
C -7.5436 4.4059 3.0109
C -7.5106 4.6043 4.4715
O -6.4591 3.8412 5.0489
C -6.5105 3.8934 6.4586
H -2.4502 5.3268 1.7207
H -2.0299 4.7361 0.1300
H -1.7617 3.7440 1.4820
H -4.6381 4.5103 -0.6152
H -4.5786 5.7551 0.6422
H -6.2417 3.2898 0.7229
H -6.8081 4.9697 0.3556
H -5.5662 3.9518 2.7993
H -7.8629 3.4026 2.8417
H -8.2312 5.1262 2.5105
H -8.4616 4.3542 4.9931
H -7.2771 5.6505 4.6862
H -5.6614 3.3478 6.8419
H -7.4713 3.4509 6.7860
H -6.4600 4.9050 6.8610
C -8.6634 0.2551 6.6050
O -8.5184 -0.8835 5.7792
C -8.8372 -0.6033 4.4207
C -7.7939 0.2155 3.6133
N -6.4204 -0.3173 3.4721
C -5.5338 0.1314 4.5376
C -4.0970 -0.4026 4.3234
O -3.6771 -1.4112 5.2225
C -3.4945 -1.1093 6.5703
H -8.0506 1.1019 6.2094
H -8.1572 -0.0944 7.5150
H -9.7536 0.5010 6.7714
H -9.8606 -0.1369 4.3502
H -8.9478 -1.6129 3.9414
H -7.7168 1.1905 4.1696
H -8.3337 0.4564 2.6562
H -6.5194 -1.3323 3.5314
H -5.9240 -0.1233 5.5340
H -5.6163 1.2510 4.5808
H -3.3364 0.4107 4.2896
H -4.1715 -0.8388 3.3402
H -3.1971 -1.9743 7.1113
H -4.3702 -0.8313 7.0663
H -2.9319 -0.1773 6.7341
C 1.6452 -3.4568 -3.9252
O 1.5187 -2.2722 -3.0880
C 2.5726 -2.0663 -2.1865
C 2.6800 -0.6901 -1.6199
N 1.5541 -0.1227 -0.8467
C 1.8644 1.0689 -0.0979
C 0.8232 1.4677 0.8369
O 0.6862 0.5426 1.9051
C -0.2574 0.8140 2.9572
H 1.7028 -4.3260 -3.3050
H 2.6074 -3.4907 -4.4400
H 0.8359 -3.5331 -4.6485
H 3.5434 -2.3230 -2.7176
H 2.4103 -2.7768 -1.3396
H 2.9753 -0.0274 -2.3962
H 3.5647 -0.6277 -1.0268
H 0.6977 -0.0061 -1.4401
H 2.2778 1.8859 -0.7051
H 2.7450 0.8833 0.5966
H -0.1784 1.5295 0.2780
H 1.0913 2.4298 1.2904
H -1.2215 0.2348 2.7526
H -0.5650 1.8994 2.9214
H 0.2621 0.6468 3.8843
```

Values from the calculation:
E_LUMO (hartree): 0.01825
Energy relative to the best compared isomer or geometry (same formula, charge and spin) (kJ/mol): 0.0
Calculated total energy (Eh): -4327.883719
Gap between HOMO and LUMO (eV): 8.73

Atomic partial charges in e from the Mulliken method, atoms 1 to 4: atom 1 (C): -0.73, atom 2 (C): 1.92, atom 3 (C): -1.95, atom 4 (O): 0.02

***

It is found that the HOMO level values, taken in the order of the records, are -8.23 -8.24 eV.